Record 1
C24H22N2O5S | ωB97M-V/def2-TZVPD

Results
2S+1 ... 1
SMILES string ... COc1cccc(C(=O)/C=C/Nc2ccc(S(=O)(=O)Nc3ccc(C(C)=O)cc3)cc2)c1
HOMO level ... -8.508 eV
Largest force on an atom ... 1.1 eV/A
Gap between HOMO and LUMO ... 8.21 eV
E_LUMO ... -0.295 eV
Relative energy (zero: lowest compared OMol25 entry of this formula, charge and spin) ... 6.1 kcal/mol

XYZ file:
```
54
Properties=species:S:1:pos:R:3:nbo_charge:R:1
C -6.23939 5.48792 -4.16950 -0.253
O -5.15763 6.35506 -3.92147 -0.490
C -4.05789 5.85538 -3.29942 0.291
C -3.02810 6.76683 -3.05081 -0.235
C -1.87608 6.35786 -2.41179 -0.197
C -1.71169 5.03715 -2.02753 -0.215
C -2.72376 4.11874 -2.28184 -0.133
C -2.64021 2.68774 -1.88229 0.526
O -3.64829 2.04785 -1.62269 -0.577
C -1.31005 2.08698 -1.85180 -0.413
C -1.16783 0.80968 -1.45322 0.111
N 0.01515 0.14553 -1.41098 -0.551
C 0.25137 -1.15668 -1.03053 0.199
C 1.56920 -1.62994 -1.08546 -0.264
C 1.86733 -2.92626 -0.72202 -0.101
C 0.85182 -3.76280 -0.29859 -0.403
S 1.21267 -5.42403 0.23595 2.326
O 2.53560 -5.78442 -0.16658 -0.925
O 0.12002 -6.29073 -0.07895 -0.929
N 1.15087 -5.27927 1.91569 -0.866
C 1.89059 -4.36612 2.64412 0.264
C 3.17313 -4.01039 2.22565 -0.303
C 3.91941 -3.10931 2.95480 -0.143
C 3.40870 -2.53450 4.11973 -0.203
C 4.15131 -1.55874 4.95042 0.576
C 5.58599 -1.28043 4.56877 -0.717
O 3.63177 -1.00973 5.89823 -0.543
C 2.12582 -2.90224 4.53343 -0.121
C 1.37474 -3.80244 3.81260 -0.286
C -0.45551 -3.31733 -0.23870 -0.155
C -0.76244 -2.02239 -0.60348 -0.255
C -3.89946 4.53489 -2.90460 -0.223
H -5.95351 4.67165 -4.84033 0.178
H -7.00180 6.09905 -4.64984 0.201
H -6.64004 5.07095 -3.24057 0.181
H -3.16361 7.79081 -3.36097 0.225
H -1.09574 7.07663 -2.21016 0.216
H -0.81637 4.74065 -1.50354 0.211
H -0.46577 2.66930 -2.18527 0.206
H -2.05144 0.27268 -1.14181 0.225
H 0.82879 0.66878 -1.71065 0.398
H 2.35563 -0.96986 -1.42167 0.213
H 2.87352 -3.30768 -0.77725 0.235
H 0.23951 -5.50752 2.28084 0.417
H 3.57472 -4.47269 1.33935 0.243
H 4.90885 -2.85732 2.60731 0.215
H 5.62836 -0.82896 3.57997 0.228
H 6.02082 -0.59521 5.29198 0.240
H 6.15811 -2.20503 4.55620 0.229
H 1.73591 -2.45879 5.43750 0.240
H 0.38636 -4.08214 4.14780 0.212
H -1.22631 -4.00281 0.07583 0.239
H -1.78615 -1.68994 -0.55959 0.225
H -4.66698 3.79358 -3.06226 0.231
```

***

Record 2
C24H22N2O6 | ωB97M-V/def2-TZVPD

Results
2S+1 ... 1
SMILES string ... COc1cc(C(=O)N/N=C/c2ccc(OC(=O)c3cccc(C)c3)c(OC)c2)ccc1O
HOMO level ... -8.066 eV
Largest force on an atom ... 16.0 eV/A
Gap between HOMO and LUMO ... 7.95 eV
E_LUMO ... -0.120 eV
Relative energy (zero: lowest compared OMol25 entry of this formula, charge and spin) ... 407.8 kcal/mol

XYZ file:
```
54
Properties=species:S:1:pos:R:3:nbo_charge:R:1
C -8.55127 -1.34637 1.03072 -0.200
O -7.34618 -1.94133 0.36387 -0.499
C -6.36848 -1.32095 -0.04450 0.138
C -6.26506 -0.10004 -0.04428 -0.219
C -5.18955 0.63573 -0.29080 -0.155
C -5.08718 2.27996 -0.13732 0.683
O -6.12630 2.85576 -0.23857 -0.617
N -3.96146 2.78789 0.05514 -0.453
N -2.67427 2.04441 0.06764 -0.226
C -1.68049 2.83402 0.24202 0.107
C -0.24840 2.34708 0.17533 -0.065
C 0.77887 3.04469 0.47195 -0.230
C 1.99603 2.37120 0.32111 -0.164
C 2.01054 1.09211 0.50278 0.213
O 3.33494 0.42058 0.38424 -0.521
C 4.38553 0.70211 -0.36212 0.816
O 4.47688 1.73893 -0.92926 -0.590
C 5.55207 -0.29139 -0.01306 -0.176
C 5.45111 -1.27423 0.79613 -0.175
C 6.58643 -2.08765 1.23728 -0.202
C 7.82716 -1.74809 0.23091 -0.169
C 7.96146 -0.40226 -0.33467 -0.080
C 9.13309 -0.28549 -0.96954 -0.631
C 6.76314 0.11671 -0.55865 -0.148
C 0.95665 0.32502 0.29508 0.304
O 1.23482 -1.10948 0.17722 -0.539
C 0.02888 -2.14261 0.04965 -0.189
C -0.32825 0.89477 0.36416 -0.278
C -4.21931 -0.14174 -0.78843 -0.155
C -4.28161 -1.36476 -1.20718 -0.269
C -5.44314 -2.01062 -0.70977 0.296
O -5.46354 -3.42501 -0.74849 -0.669
H -8.86400 -0.63218 0.23558 0.197
H -9.15904 -2.04886 1.06555 0.172
H -8.25709 -0.91692 1.96987 0.195
H -7.03838 0.72835 0.50024 0.223
H -3.91436 3.88854 -0.02255 0.391
H -1.79078 4.04866 0.27058 0.157
H 0.77796 4.16654 0.29426 0.225
H 3.07590 2.81385 0.53589 0.263
H 4.40417 -1.46004 1.30893 0.238
H 6.59707 -3.08256 1.72721 0.225
H 8.52934 -2.30612 0.80012 0.198
H 10.00433 -0.57272 -0.28591 0.232
H 9.14019 0.86529 -1.36287 0.205
H 9.55128 -0.91152 -1.90411 0.248
H 6.92884 0.97410 -1.11456 0.218
H -0.48577 -1.58343 -0.90706 0.203
H 0.32174 -3.01273 0.13309 0.163
H -0.62844 -1.88870 0.97253 0.188
H -1.18658 0.45968 -0.12969 0.253
H -3.23288 0.29598 -1.45698 0.180
H -3.59822 -1.88063 -1.66167 0.208
H -6.41837 -3.44357 -0.35701 0.484
```

***

Record 3
C24H22N4O2S | ωB97M-V/def2-TZVPD

Results
2S+1 ... 1
SMILES string ... Cc1ccc(S(=O)(=O)Nc2nc3ccccc3nc2N2CCc3ccccc3C2)cc1
HOMO level ... -7.929 eV
Largest force on an atom ... 1.1 eV/A
Gap between HOMO and LUMO ... 8.04 eV
E_LUMO ... 0.115 eV
Relative energy (zero: lowest compared OMol25 entry of this formula, charge and spin) ... 20.7 kcal/mol

XYZ file:
```
53
Properties=species:S:1:pos:R:3:nbo_charge:R:1
C -4.21392 -1.03690 -2.44848 -0.633
C -3.07774 -1.51810 -1.60201 0.014
C -3.32338 -2.26737 -0.45487 -0.207
C -2.28703 -2.64117 0.37990 -0.187
C -0.99832 -2.27088 0.05504 -0.242
S 0.33679 -2.59112 1.19398 2.305
O -0.14544 -3.19925 2.39014 -0.909
O 1.43935 -3.21500 0.51681 -0.943
N 0.94921 -1.03181 1.52243 -0.855
C 0.07681 0.03304 1.48578 0.327
N -1.17118 -0.25868 1.70416 -0.431
C -2.12966 0.64287 1.38190 0.075
C -3.48231 0.36660 1.62043 -0.184
C -4.44229 1.19859 1.10249 -0.230
C -4.08336 2.31725 0.34038 -0.214
C -2.76473 2.62394 0.11988 -0.228
C -1.76222 1.80535 0.66154 0.190
N -0.45785 2.14335 0.53626 -0.475
C 0.46477 1.36051 1.04290 0.365
N 1.73139 1.85735 1.11598 -0.409
C 2.16393 2.79091 0.09927 -0.216
C 2.69019 2.00204 -1.10573 -0.442
C 3.51574 0.80395 -0.70333 -0.011
C 4.18356 0.07494 -1.68075 -0.192
C 4.91221 -1.05350 -1.35450 -0.198
C 4.98390 -1.47456 -0.03711 -0.198
C 4.32419 -0.76064 0.94517 -0.201
C 3.58974 0.37415 0.62136 -0.090
C 2.85062 1.14982 1.68750 -0.237
C -0.72083 -1.57075 -1.10218 -0.219
C -1.76514 -1.19094 -1.92630 -0.209
H -4.59268 -0.09915 -2.04029 0.232
H -5.02926 -1.75590 -2.45186 0.219
H -3.89307 -0.85657 -3.47117 0.218
H -4.33881 -2.53720 -0.20564 0.216
H -2.45162 -3.18425 1.29596 0.246
H 1.84977 -0.92047 1.07790 0.440
H -3.73507 -0.50571 2.20155 0.223
H -5.48805 0.99085 1.27631 0.214
H -4.85852 2.95080 -0.06623 0.213
H -2.47214 3.49821 -0.44088 0.220
H 1.31561 3.41307 -0.18307 0.250
H 2.95102 3.41999 0.52276 0.196
H 3.27860 2.65554 -1.75311 0.224
H 1.83626 1.64486 -1.69123 0.219
H 4.12474 0.40080 -2.70966 0.210
H 5.42092 -1.60743 -2.12878 0.217
H 5.54358 -2.35905 0.22291 0.220
H 4.36875 -1.08478 1.97471 0.218
H 2.52086 0.50746 2.50544 0.229
H 3.52237 1.90640 2.11766 0.217
H 0.30253 -1.31964 -1.33948 0.229
H -1.56277 -0.62185 -2.82185 0.215
```

***

Record 4
C24H22N5O3PtS | ωB97M-V/def2-TZVPD

Results
2S+1 ... 1
Total charge ... +3
HOMO level (spin up / spin down) ... -16.927 / -16.927 eV
Largest force on an atom ... 3.0 eV/A
Gap between HOMO and LUMO (spin up / spin down) ... 3.56 / 3.56 eV
E_LUMO (spin up / spin down) ... -13.366 / -13.366 eV

XYZ file:
```
56
Properties=species:S:1:pos:R:3:nbo_charge:R:1
Pt 0.07686 0.07312 -0.01057 1.227
C 0.50948 6.38382 -0.27796 -0.621
C 1.84620 5.65060 -0.12951 -0.228
N 1.85529 4.31146 -0.73530 -0.289
C 2.55275 4.13611 -2.00813 -0.232
C 1.67760 4.48246 -3.21645 -0.620
C 1.16869 3.32879 -0.16575 0.338
S 1.07422 1.85915 -1.14757 0.269
N 0.60151 3.52400 0.99706 -0.556
C -0.10904 2.69460 1.73750 0.664
O -0.39000 1.46707 1.46229 -0.599
C -0.62246 3.21516 3.00598 -0.122
C -0.36618 4.53947 3.39421 -0.130
C -0.87004 5.01149 4.58740 -0.205
C -1.68307 4.20583 5.38374 -0.085
C -1.93043 2.88573 5.00750 -0.209
C -1.43386 2.40254 3.81591 -0.146
H 0.55016 7.30994 0.29216 0.258
H -0.32011 5.78335 0.08894 0.215
H 0.32367 6.64453 -1.31886 0.227
H 2.06499 5.52679 0.93111 0.238
H 2.64414 6.23343 -0.58286 0.244
H 2.90682 3.10067 -2.08631 0.216
H 3.42413 4.78850 -2.00191 0.259
H 0.79872 3.83528 -3.25319 0.200
H 2.26247 4.33332 -4.12274 0.260
H 1.35068 5.51995 -3.20264 0.242
H 0.20882 5.18517 2.74708 0.232
H -0.60972 6.00463 4.92799 0.252
H -2.08642 4.58626 6.31208 0.253
H -2.49986 2.23858 5.66018 0.249
H -1.69546 1.40691 3.48478 0.220
O -3.56005 -5.76458 -1.97655 -0.332
N -2.36075 -5.93272 -1.98281 0.525
O -1.74025 -6.88791 -2.37076 -0.283
C -1.53251 -4.82502 -1.40347 0.080
C -0.39232 -5.19180 -0.77552 -0.118
C 0.45123 -4.21421 -0.16747 -0.073
C 1.62034 -4.52577 0.55816 -0.014
C 2.36807 -3.50457 1.10541 -0.220
C 1.96062 -2.18372 0.91769 0.120
N 0.85804 -1.88415 0.24349 -0.450
C 0.09758 -2.86869 -0.28942 0.225
C -1.08328 -2.49104 -0.96468 0.102
N -1.35587 -1.16785 -1.03899 -0.419
C -2.45451 -0.73076 -1.62955 0.117
C -3.37544 -1.61901 -2.18550 -0.220
C -3.12492 -2.97300 -2.13544 -0.033
C -1.94759 -3.45285 -1.51467 0.014
H -0.11509 -6.23785 -0.73546 0.293
H 1.91641 -5.56040 0.68256 0.278
H 3.26414 -3.70421 1.67574 0.289
H 2.54177 -1.36486 1.32458 0.256
H -2.62412 0.33819 -1.67376 0.255
H -4.27284 -1.23295 -2.64750 0.288
H -3.83297 -3.67102 -2.55659 0.296
```

***

Record 5
C24H22N6NiO2S2 | ωB97M-V/def2-TZVPD

Results
2S+1 ... 3
HOMO level (spin up / spin down) ... -7.550 / -7.577 eV
Largest force on an atom ... 0.7 eV/A
Gap between HOMO and LUMO (spin up / spin down) ... 7.27 / 7.11 eV
E_LUMO (spin up / spin down) ... -0.279 / -0.469 eV
Relative energy (zero: lowest compared OMol25 entry of this formula, charge and spin) ... 6.7 kcal/mol

XYZ file:
```
57
Properties=species:S:1:pos:R:3:nbo_charge:R:1
Ni 1.45696 -0.20347 -1.71890 1.336
C 0.08591 3.77972 -2.32465 -0.685
C 0.27873 2.30151 -2.30810 0.223
N 1.42001 1.72172 -2.33800 -0.305
N 2.54415 2.45287 -2.45571 -0.445
C 3.63385 1.71395 -2.32751 0.318
N 4.79590 2.39740 -2.42827 -0.782
S 3.73570 -0.00564 -2.09099 -0.401
C -0.87743 1.38455 -2.17408 0.187
C -2.18415 1.84890 -2.12878 -0.240
C -3.21736 0.94739 -1.92573 -0.146
C -2.92823 -0.40032 -1.79010 -0.267
C -1.60370 -0.79090 -1.88271 0.077
N -0.61011 0.06985 -2.07001 -0.517
H 1.05733 4.26187 -2.33077 0.267
H -0.45638 4.08798 -1.42576 0.233
H -0.48551 4.10409 -3.19980 0.221
H 4.74860 3.39844 -2.33179 0.399
H 5.63123 1.92927 -2.12943 0.401
H -2.38309 2.90590 -2.24352 0.234
H -4.24132 1.29742 -1.86936 0.225
H -3.70300 -1.13402 -1.61060 0.231
H -1.32304 -1.83627 -1.80752 0.210
C -3.96940 1.46390 4.05766 -0.632
C -2.62696 1.30097 3.38808 0.005
C -1.44783 1.35954 4.12088 -0.210
C -0.20993 1.22580 3.50274 -0.186
C -0.15306 1.03204 2.13382 -0.363
C -1.32133 0.97005 1.38015 -0.120
C -2.54616 1.10158 2.00847 -0.241
S 1.42261 0.93160 1.31932 2.351
O 1.55063 2.12543 0.52818 -0.960
O 2.39262 0.66548 2.34772 -0.958
N 1.24770 -0.29281 0.29266 -1.043
C 1.20424 -1.60693 0.76628 0.170
C 1.09600 -2.03321 2.08306 -0.261
C 1.00672 -3.39753 2.41363 -0.168
C 1.01648 -4.37611 1.46219 -0.237
C 1.13076 -4.00017 0.10847 -0.095
C 1.15378 -4.93860 -0.94927 -0.117
C 1.28165 -4.51845 -2.24006 -0.274
C 1.38870 -3.14174 -2.49291 0.065
N 1.35911 -2.24091 -1.54223 -0.535
C 1.23146 -2.63213 -0.23577 0.196
H -3.88790 1.35938 5.13961 0.217
H -4.68172 0.72127 3.69397 0.217
H -4.38795 2.45190 3.84762 0.221
H -1.49440 1.50865 5.19391 0.210
H 0.71089 1.26475 4.07212 0.244
H -1.25607 0.80627 0.30833 0.207
H -3.45954 1.04655 1.42373 0.205
H 1.10149 -1.30591 2.87949 0.238
H 0.93066 -3.67142 3.45992 0.216
H 0.94661 -5.42606 1.72345 0.212
H 1.07160 -5.99396 -0.71238 0.219
H 1.30805 -5.21797 -3.06562 0.227
H 1.51546 -2.77343 -3.50514 0.206
```

***

Record 6
C24H22N6NiO2S2 | ωB97M-V/def2-TZVPD

Results
2S+1 ... 3
HOMO level (spin up / spin down) ... -7.586 / -7.542 eV
Largest force on an atom ... 0.2 eV/A
Gap between HOMO and LUMO (spin up / spin down) ... 7.39 / 7.29 eV
E_LUMO (spin up / spin down) ... -0.197 / -0.251 eV
Relative energy (zero: lowest compared OMol25 entry of this formula, charge and spin) ... 0.0 kcal/mol

XYZ file:
```
57
Properties=species:S:1:pos:R:3:nbo_charge:R:1
Ni -0.74641 -0.19111 0.96144 1.364
C -4.35449 -0.92760 3.24460 -0.686
C -3.26642 -0.77035 2.23350 0.220
N -2.06918 -0.39682 2.51013 -0.321
N -1.73593 -0.12076 3.79236 -0.470
C -0.50842 0.35452 3.91223 0.302
N -0.11702 0.60526 5.18210 -0.787
S 0.64424 0.64901 2.65800 -0.403
C -3.53258 -1.02790 0.80068 0.172
C -4.76755 -1.45749 0.33578 -0.240
C -4.93697 -1.66062 -1.02574 -0.145
C -3.87744 -1.42926 -1.88353 -0.253
C -2.67318 -1.00296 -1.34282 0.088
N -2.50887 -0.81428 -0.04038 -0.507
H -3.97544 -0.67976 4.23023 0.263
H -4.72897 -1.95368 3.25213 0.225
H -5.19365 -0.27050 3.00696 0.229
H -0.81101 0.56814 5.90876 0.398
H 0.73893 1.10449 5.33549 0.404
H -5.58232 -1.62516 1.02480 0.226
H -5.89300 -1.99223 -1.40944 0.222
H -3.97091 -1.56393 -2.95132 0.231
H -1.81702 -0.78843 -1.97122 0.231
C 4.74799 5.11737 -1.36043 -0.630
C 3.54365 4.21710 -1.39270 0.000
C 2.93468 3.79930 -0.20995 -0.207
C 1.81029 2.99363 -0.23180 -0.196
C 1.28644 2.59444 -1.45443 -0.282
C 1.87319 2.99575 -2.64265 -0.196
C 2.99952 3.80467 -2.60447 -0.225
S -0.13852 1.54691 -1.46570 2.329
O -1.12180 2.13924 -0.58428 -0.968
O -0.48450 1.32497 -2.84991 -0.973
N 0.28734 0.20572 -0.71937 -1.054
C 0.99775 -0.83045 -1.27143 0.169
C 1.72206 -0.84167 -2.44523 -0.268
C 2.41983 -1.99856 -2.84454 -0.170
C 2.41224 -3.14549 -2.10131 -0.238
C 1.67204 -3.18094 -0.89679 -0.093
C 1.59416 -4.31467 -0.05723 -0.121
C 0.85213 -4.26814 1.08804 -0.267
C 0.16617 -3.08185 1.40433 0.071
N 0.21364 -2.01535 0.64552 -0.511
C 0.96250 -2.03376 -0.49291 0.200
H 5.27926 5.03241 -0.41311 0.217
H 4.45164 6.16152 -1.48188 0.223
H 5.44209 4.87732 -2.16589 0.217
H 3.34936 4.11009 0.74168 0.212
H 1.33661 2.67599 0.68895 0.245
H 1.44243 2.67602 -3.58209 0.238
H 3.46298 4.11919 -3.53232 0.210
H 1.74942 0.04107 -3.06775 0.231
H 2.98034 -1.96598 -3.77044 0.215
H 2.95837 -4.02495 -2.41692 0.211
H 2.13166 -5.21366 -0.33454 0.218
H 0.78083 -5.11864 1.75113 0.225
H -0.43214 -3.00713 2.30567 0.206
```